97
Properties=species:S:1:pos:R:3:forces:R:3 method="wB97M-V/def2-TZVPD" charge=+1 max_force_ev_per_a=16.26 homo_lumo_gap_ev=5.39 multiplicity=1 relative_energy_ev=7.122 e_tot_ha=-6048.3942
Sr -0.1109 1.5643 -1.0295 1.1 -10.6 12.3
C 1.8171 2.7099 -2.5614 2.1 0.5 -0.9
C 2.8124 1.6622 -3.0654 -0.1 0.0 0.2
C 3.1756 0.5886 -2.0731 0.4 -0.2 0.1
C 4.4882 0.1184 -2.0471 -0.2 0.1 0.0
C 4.8328 -0.8666 -1.1426 -0.1 0.0 0.0
C 3.8543 -1.3676 -0.2958 0.1 -0.1 0.0
C 2.5782 -0.8524 -0.3868 -0.3 0.3 -0.2
N 2.2380 0.1134 -1.2526 0.1 0.2 -0.1
N 0.4454 2.3726 -2.7272 2.1 3.5 -7.1
C 0.0018 2.0822 -4.0666 0.4 0.1 -1.5
C 0.2269 0.6358 -4.4029 0.0 -0.3 -0.2
C 0.4803 0.2314 -5.7098 0.0 0.2 0.2
C 0.7472 -1.1038 -5.9449 0.0 -0.1 0.0
C 0.7406 -1.9834 -4.8702 0.0 0.0 -0.1
C 0.4229 -1.4950 -3.6171 0.0 0.1 0.2
N 0.1627 -0.2075 -3.3735 0.0 0.1 -0.2
C -0.3243 3.4062 -2.1288 -0.4 4.0 -1.9
C -1.7280 2.9511 -2.2154 -2.7 1.5 -0.9
C -2.6934 3.8458 -2.6608 0.2 -0.1 0.1
C -3.9025 3.3469 -3.1178 0.0 0.0 0.0
C -4.1081 1.9755 -3.0989 -0.1 0.1 0.0
C -3.1209 1.1701 -2.5583 -0.1 -0.2 -0.1
N -1.9587 1.6502 -2.1249 -3.4 0.0 -1.8
H 2.0242 3.6573 -3.0899 0.0 -0.1 0.1
H 2.0004 2.9294 -1.5046 0.1 -0.1 0.2
H 3.7201 2.1719 -3.3847 0.0 0.0 0.1
H 2.4076 1.1839 -3.9547 0.1 0.0 -0.2
H 5.2230 0.5363 -2.7223 0.0 0.0 0.0
H 5.8494 -1.2341 -1.1025 0.0 0.0 0.1
H 4.0870 -2.1344 0.4297 -0.1 0.0 0.0
H 1.7679 -1.1758 0.2578 0.2 -0.1 0.1
H 0.4726 2.7534 -4.8053 0.1 -0.2 0.1
H -1.0614 2.2651 -4.1681 -0.1 0.1 0.0
H 0.4891 0.9669 -6.5039 0.0 -0.1 0.0
H 0.9653 -1.4516 -6.9458 0.0 0.0 0.0
H 0.9830 -3.0283 -5.0020 -0.1 0.0 0.0
H 0.3775 -2.1435 -2.7528 0.1 -0.1 0.0
H -0.1999 4.3638 -2.6436 -0.1 0.0 0.0
H 0.0301 3.5719 -1.1227 0.2 1.3 0.2
H -2.4518 4.8997 -2.6993 -0.1 0.0 -0.1
H -4.6438 4.0186 -3.5297 -0.1 0.0 0.1
H -5.0122 1.5388 -3.4974 0.0 0.0 0.1
H -3.2352 0.0968 -2.4851 -0.1 0.0 0.0
C 0.8193 2.3674 4.5682 -0.2 0.0 -0.3
C -0.0332 2.2971 3.2985 0.2 -0.1 -0.3
Ge 0.7443 1.2080 1.7394 1.2 0.8 1.7
C 2.7121 1.7868 1.9101 -0.1 -0.2 0.0
C 3.6616 0.9441 2.7687 -0.1 0.3 -0.2
C 0.8176 -0.5021 2.7584 -0.3 -0.2 -0.3
C -0.0126 -1.5504 2.6462 -0.3 0.3 -0.6
Ge -1.5223 -1.5218 1.3195 -0.2 -0.4 0.7
C -1.0516 -2.2892 -0.4571 -0.3 0.1 0.7
C -0.2838 -3.6085 -0.4312 0.0 0.2 -0.1
C -3.3026 -1.9562 2.1624 0.7 0.0 -0.4
C -3.5163 -3.3830 2.6756 0.0 0.2 0.0
C 0.1401 -2.7964 3.4371 0.0 -0.2 0.1
C 0.8550 -2.8238 4.6394 -0.1 0.0 0.0
C 1.0185 -4.0029 5.3449 0.0 0.0 0.0
C 0.4620 -5.1872 4.8794 0.0 0.0 0.0
C -0.2466 -5.1799 3.6895 0.0 -0.1 0.0
C -0.3995 -3.9996 2.9801 0.2 0.3 0.0
H 0.3222 2.9647 5.3363 0.1 0.0 0.1
H 1.7893 2.8221 4.3637 0.0 0.0 0.1
H 0.9877 1.3665 4.9696 0.0 0.0 0.1
H -0.2034 3.3097 2.9158 -0.1 0.0 0.0
H -1.0073 1.8648 3.5512 -0.1 0.1 -0.1
H 2.7256 2.8186 2.2777 -0.1 0.0 -0.1
H 3.0948 1.8086 0.8813 0.1 0.1 0.0
H 3.3111 0.9022 3.8006 0.1 -0.1 0.0
H 4.6682 1.3708 2.7795 0.1 -0.1 0.0
H 3.7285 -0.0722 2.3744 0.0 -0.1 0.1
H 1.6170 -0.5954 3.4911 0.1 -0.1 0.0
H -0.4627 -1.4608 -0.8648 0.0 -0.2 -0.3
H -1.9751 -2.3941 -1.0295 0.0 0.2 -0.1
H 0.6086 -3.5369 0.1929 0.0 -0.1 0.0
H 0.0240 -3.9156 -1.4330 0.0 0.0 0.0
H -0.9127 -4.4061 -0.0361 0.1 -0.1 0.0
H -4.0595 -1.7209 1.4181 0.0 0.1 0.0
H -3.3998 -1.2482 2.9899 0.0 0.1 0.0
H -3.3162 -4.1198 1.8957 0.0 -0.1 0.0
H -4.5538 -3.5014 2.9896 0.0 -0.1 0.0
H -2.8725 -3.5992 3.5252 -0.1 -0.1 0.0
H 1.2767 -1.9101 5.0354 0.0 0.0 0.0
H 1.5837 -3.9950 6.2681 0.0 0.0 0.0
H 0.5783 -6.1035 5.4423 0.0 0.0 0.0
H -0.6810 -6.0981 3.3139 0.0 0.0 0.0
H -0.9374 -3.9964 2.0382 0.0 -0.2 0.1
N -2.5751 3.0540 0.8456 0.1 0.0 -0.2
C -3.3472 1.9584 1.4492 0.1 -0.1 -0.1
C -3.0963 0.6938 0.6488 -0.1 0.1 0.0
O -3.9296 0.1599 -0.0475 0.1 0.1 0.1
O -1.8347 0.2754 0.7735 -0.4 -0.5 0.0
H -2.3709 3.7609 1.5397 0.1 0.0 0.0
H -3.1309 3.4950 0.1221 -0.1 0.1 0.1
H -4.4207 2.1487 1.5012 0.0 0.0 0.0
H -2.9614 1.7630 2.4496 0.0 0.1 0.0